C18H41N2O3PdS2Si | ωB97M-V/def2-TZVPD

Geometry as XYZ:
```
68
Properties=species:S:1:pos:R:3:forces:R:3:lowdin_charge:R:1
Pd 9.0266 8.3181 10.6890 -0.8 -0.5 0.0 0.6406
C 8.6719 5.7244 12.2583 0.3 0.1 0.3 -0.1359
C 7.2732 6.1003 11.7111 -0.6 -2.2 -1.5 -0.1635
N 7.1635 7.5588 11.4377 -0.6 0.0 -0.1 -0.1605
C 6.6103 8.3247 12.6065 -0.6 0.4 -1.3 -0.1834
C 7.0464 9.7942 12.6317 1.2 0.0 0.0 -0.3591
S 8.8246 10.1471 12.3403 -0.1 -1.6 0.1 0.9681
C 9.6393 9.1098 13.5763 -0.1 0.2 1.7 -0.4064
C 9.5683 7.5897 13.6285 -1.5 -0.1 -0.6 -0.2061
N 9.5687 6.9376 12.2854 0.2 -0.5 0.6 -0.1320
H 9.1789 4.9815 11.6441 -0.3 0.0 -0.1 0.1265
H 8.5402 5.2789 13.2739 0.5 0.5 -0.7 0.1450
H 6.5054 5.6243 12.3835 0.4 1.3 -0.3 0.1508
H 7.0559 5.4885 10.7495 0.6 1.4 1.2 0.1541
H 6.6143 7.7164 10.5816 -0.3 -0.2 0.7 0.1346
H 6.7724 7.7135 13.4871 0.2 0.4 0.2 0.1222
H 5.5382 8.3772 12.4249 -0.3 -0.2 0.4 0.1431
H 6.8031 10.3127 13.5665 -0.3 -0.1 -0.3 0.1152
H 6.7162 10.3553 11.7637 -1.0 0.0 0.1 0.0666
H 9.2221 9.4369 14.5690 0.9 0.2 -0.8 0.1292
H 10.6785 9.3737 13.4487 0.3 0.5 0.4 0.0833
H 8.6971 7.2360 14.2091 0.3 0.3 -0.5 0.1263
H 10.4057 7.1829 14.1482 0.8 0.1 0.6 0.1351
H 10.5408 6.6751 12.1086 -0.4 -0.3 -0.1 0.1303
C 7.3943 10.0283 5.7576 -0.8 0.0 -2.1 -0.0144
C 7.8384 10.4296 7.0951 2.1 -0.4 0.8 -0.5902
C 6.8125 10.4731 8.1691 -1.2 0.0 0.8 -0.0251
C 8.6961 11.6870 7.0159 -1.5 0.9 1.4 -0.0109
O 8.7522 9.3106 7.6054 0.2 0.2 0.4 -0.1793
Si 10.2582 8.7654 7.4670 -3.4 -2.0 -0.1 -0.1441
S 10.9172 8.6343 9.4508 1.8 0.4 0.6 0.6428
O 10.9880 9.8817 6.5711 2.8 1.8 -1.7 0.0127
C 12.3179 10.0969 6.1587 -0.7 -2.8 -0.8 -0.5579
C 12.3037 10.6733 4.7879 -1.6 2.1 -0.7 0.0141
C 13.1957 8.7963 6.2273 0.1 -0.2 0.2 0.0420
C 12.7422 11.2038 7.1570 0.4 4.3 -1.4 0.0758
O 10.3746 7.4147 6.6190 0.9 0.6 1.1 -0.1169
C 10.2222 6.0018 6.9855 -1.3 -0.1 0.3 -0.5663
C 8.8434 5.8863 7.6780 -0.7 -1.5 -1.4 -0.0296
C 11.3664 5.4628 7.8804 -1.7 -0.9 -0.2 -0.0048
C 10.2326 5.3901 5.5819 -0.1 -0.2 -0.2 0.0014
H 6.8250 10.8793 5.3141 0.2 -0.7 0.2 0.1327
H 6.7907 9.1214 5.6952 -0.2 0.2 0.4 0.1068
H 8.2351 9.8356 5.0753 0.0 0.3 0.3 0.1039
H 5.9769 11.1826 7.9239 0.7 -0.9 0.3 0.1346
H 7.2796 10.7634 9.1192 0.0 0.4 -0.2 0.0705
H 6.4700 9.4369 8.3727 -0.4 0.6 -0.5 0.0935
H 7.9999 12.5722 6.9464 0.8 -0.8 -0.1 0.1360
H 9.3453 11.6418 6.1755 0.5 0.2 -0.7 0.0632
H 9.2598 11.8041 7.9597 -0.1 0.0 -0.4 0.1005
H 11.8963 9.9584 4.0737 0.0 -0.2 0.1 0.1185
H 13.2926 10.9697 4.4620 0.2 0.1 0.1 0.1217
H 11.6007 11.5910 4.7560 1.2 -1.3 -0.1 0.1464
H 13.1300 8.2648 5.2335 -0.3 0.5 1.1 0.1352
H 12.9279 8.0942 7.0595 0.2 0.7 -0.7 0.0813
H 14.2447 9.0909 6.3413 -0.2 -0.1 0.1 0.1133
H 12.0648 12.1049 6.9259 0.9 -1.4 0.4 0.1398
H 13.7727 11.5557 6.8389 -0.9 -0.9 0.4 0.1618
H 12.6512 11.0082 8.1752 0.1 -0.9 1.6 0.0645
H 8.6395 6.4207 8.5791 0.6 0.9 1.1 0.0152
H 8.7187 4.8271 7.9495 -0.1 0.2 -0.2 0.1081
H 7.9697 6.1635 7.0437 0.8 -0.2 0.0 0.1139
H 11.4720 5.9930 8.8441 0.0 -0.1 -0.3 0.0514
H 12.1694 5.6328 7.2273 1.9 0.0 -0.2 0.0670
H 11.2537 4.3310 8.0659 0.1 1.8 -0.3 0.1428
H 9.2825 5.6318 5.1028 0.1 -0.2 0.0 0.0999
H 10.4155 4.3215 5.5250 -0.2 -0.2 0.3 0.1048
H 11.0104 5.8534 4.9664 0.0 0.0 0.3 0.0991
```
Positions in Å, forces in eV/Å.

Kohn-Sham gap (spin up / spin down) = 10.41 / 5.13 eV
2S+1 = 5
F_max = 4.5 eV Å⁻¹
net charge = +3
⟨S²⟩ = 6.016